Molecular formula: C38H60Cl4O20
Method: DFT, ωB97M-V with the def2-TZVPD basis set

```
122
Properties=species:S:1:pos:R:3:forces:R:3
O -2.1412 -1.0350 5.6729 1.582 1.356 -3.101
C -1.7185 -0.6653 4.5499 -1.897 -1.731 0.916
C -1.8806 -1.4912 3.3142 0.642 0.143 -0.763
C -1.5824 -1.0624 2.0454 -1.519 0.365 1.324
O -1.9162 -1.8064 0.9727 0.481 0.051 0.817
C -1.1535 0.3879 1.7983 1.365 -0.786 -0.421
O -0.9419 0.7774 0.6559 -0.546 -0.370 0.987
C -0.8189 1.1328 3.0172 -0.517 -0.791 -0.759
C -1.1110 0.6533 4.2338 1.067 2.210 0.983
O -0.7931 1.4574 5.2897 -0.368 -1.203 0.612
H -2.2367 -2.5051 3.4221 -0.160 -0.011 0.192
H -1.5272 -1.4035 0.1930 0.094 0.409 -0.430
H -0.2869 2.0679 2.9223 -0.189 0.163 -0.159
H -0.0313 2.0052 5.0869 -0.002 0.212 -0.186
O 5.0344 -0.6777 1.3944 0.917 0.637 0.548
C 5.9828 -0.7872 0.6482 -0.550 -1.281 -2.146
C 5.8658 -1.6510 -0.5558 1.112 0.085 -1.787
C 6.8449 -1.7573 -1.5141 0.206 -0.858 0.548
O 6.7686 -2.5052 -2.6404 -0.910 0.661 0.844
C 8.2393 -1.1614 -1.3434 0.176 1.919 0.592
O 9.1779 -1.2265 -2.1442 -2.164 -0.647 0.989
C 8.2947 -0.2934 -0.1422 1.463 -0.677 -0.336
C 7.3138 -0.1121 0.7225 -0.996 1.119 2.871
O 7.5106 0.6920 1.8254 0.697 -0.483 -1.255
H 4.9038 -2.0731 -0.8063 -0.115 -0.132 0.310
H 7.4999 -2.1656 -3.1614 0.613 -0.324 -0.642
H 9.2588 0.0914 0.1559 0.130 0.311 -0.341
H 6.7944 0.6730 2.4644 -0.592 -0.322 -0.194
O 5.5009 -1.7111 -10.0184 -1.257 -0.024 1.698
C 4.6774 -1.7150 -9.0920 0.466 -0.096 -1.408
C 4.5136 -0.7281 -8.0468 -1.185 0.098 2.154
C 3.5164 -0.8773 -7.1099 2.093 2.807 1.822
O 3.5227 -0.0173 -5.9832 0.612 -1.074 -2.487
C 2.5046 -1.9139 -7.0973 -2.415 -2.068 -0.612
O 1.4887 -1.9015 -6.4028 1.363 0.679 0.048
C 2.7078 -2.9774 -8.0729 1.161 0.218 -1.074
C 3.6721 -2.8383 -9.0104 -0.350 -1.784 -1.104
O 3.7412 -3.7961 -10.0066 -0.289 1.086 1.487
H 5.2152 0.0519 -7.7901 0.258 0.052 -0.611
H 2.7813 -0.1851 -5.3969 -0.537 -0.442 -0.137
H 2.0808 -3.8484 -8.1936 -0.365 0.188 0.450
H 4.5071 -3.6202 -10.5580 0.443 0.360 -0.216
C 3.0113 5.8362 5.8394 -0.215 -0.770 -0.217
O 3.4079 4.5487 6.2828 0.235 0.104 1.717
C 4.3171 4.6529 7.4296 0.051 -0.147 -1.110
C 4.5166 3.3232 8.1298 -0.573 0.107 -0.496
O 5.0613 2.3855 7.2251 -0.177 0.147 0.405
C 4.6614 1.0792 7.5947 0.735 0.077 -0.147
H 2.3832 5.7077 4.9579 0.369 -0.160 -0.292
H 3.9144 6.3969 5.5986 -0.224 0.530 0.011
H 2.3265 6.3196 6.5362 0.426 0.334 0.481
H 4.0876 5.4393 8.1487 -0.873 -0.029 0.093
H 5.2647 5.0078 7.0245 0.407 -0.274 -0.135
H 3.6046 2.8925 8.5431 -0.610 0.383 -0.259
H 5.1208 3.4511 9.0279 0.626 0.194 -0.041
H 4.6828 0.9697 8.6790 0.211 -0.207 0.146
H 5.4090 0.4340 7.1333 -0.339 -0.340 0.102
H 3.6473 0.8399 7.2746 -0.079 0.033 -0.279
C -8.4697 9.7224 -6.1824 -0.947 1.313 -0.046
O -7.4320 9.1717 -5.4877 2.464 -0.799 -0.348
C -6.1722 9.8417 -5.6409 -1.020 -0.072 1.031
C -5.2157 9.2598 -4.6572 1.049 -0.576 0.026
O -5.0669 7.8503 -4.7810 -0.007 -0.096 0.688
C -3.9799 7.2819 -4.0340 0.691 1.200 -1.223
H -8.7172 10.6545 -5.6743 -0.754 0.261 0.179
H -9.2996 9.0160 -6.1644 -0.023 0.204 -0.099
H -8.2598 10.0709 -7.1936 0.314 -0.572 -0.436
H -6.2722 10.8650 -5.2790 -0.247 0.498 -0.114
H -5.7220 9.9396 -6.6288 -0.565 -0.701 -0.501
H -5.4903 9.6083 -3.6615 -0.191 -0.530 0.379
H -4.2672 9.7487 -4.8794 0.475 0.072 0.047
H -3.9200 7.5385 -2.9763 -0.860 -0.469 0.280
H -3.0499 7.7252 -4.3901 0.328 0.307 -0.359
H -3.8453 6.2352 -4.3068 -0.707 -0.040 0.492
C -6.7167 -0.5573 -5.3793 -0.201 1.203 1.529
O -6.1198 0.3489 -6.2878 -1.290 -1.054 -0.577
C -4.8991 -0.1429 -6.7449 1.237 1.570 -0.846
C -4.3973 0.8304 -7.8767 -0.922 0.242 -0.169
O -4.4060 2.2135 -7.4776 0.034 -1.548 0.443
C -3.5198 2.9700 -8.2497 -0.154 0.638 0.945
H -7.1251 -1.5230 -5.6768 0.736 -0.191 -0.881
H -7.5846 -0.0933 -4.9106 -0.038 0.516 -0.294
H -6.0106 -0.6283 -4.5519 0.106 -0.769 0.217
H -4.8984 -1.1869 -7.0583 -0.447 -0.072 -0.590
H -4.2028 -0.1512 -5.9063 0.443 0.310 0.173
H -5.0330 0.8552 -8.7619 -0.789 -0.738 0.088
H -3.4608 0.5495 -8.3586 0.652 -0.210 0.806
H -3.6929 2.9317 -9.3252 -0.073 -0.226 -0.166
H -2.5029 2.6788 -7.9868 0.325 0.116 -0.346
H -3.7202 3.9799 -7.8919 0.386 0.213 -0.325
C 2.6734 -7.5405 5.1283 0.026 -0.099 -0.932
O 3.0881 -7.6639 6.4481 0.318 -0.356 -0.356
C 2.1008 -8.0382 7.3829 0.884 0.769 0.301
C 2.7648 -8.8310 8.4926 -0.565 1.332 1.610
O 3.4924 -7.9117 9.3573 0.608 -0.761 -0.869
C 4.2179 -8.6138 10.3629 -0.653 0.367 0.128
H 2.3026 -8.4856 4.7316 0.131 -0.342 -0.107
H 3.5277 -7.2028 4.5416 0.104 -0.234 0.049
H 1.8843 -6.8263 4.8930 -0.294 0.428 0.655
H 1.2274 -8.5553 6.9855 0.183 -0.312 -0.401
H 1.7697 -7.0656 7.7467 -0.546 -0.212 0.740
H 3.3944 -9.6706 8.1984 0.062 0.158 -0.436
H 1.9680 -9.1981 9.1394 -0.304 -0.535 -0.091
H 3.5629 -8.7499 11.2234 -0.121 -0.310 0.189
H 5.0592 -8.0248 10.7282 0.029 0.128 -0.396
H 4.5620 -9.5902 10.0217 0.138 -0.016 -0.084
Cl -1.2703 -8.4975 -2.4123 0.252 -0.349 0.263
C -2.3166 -8.2941 -3.8098 -0.716 0.747 -0.686
C -1.8310 -9.0258 -5.0477 -0.096 -0.554 0.215
Cl -2.9456 -8.6570 -6.4102 0.363 0.178 0.144
H -2.3588 -7.2218 -4.0009 0.182 -0.040 -0.148
H -3.3469 -8.5618 -3.5753 0.199 -0.348 0.193
H -1.8964 -10.1094 -4.9490 0.052 0.114 0.271
H -0.7942 -8.7833 -5.2807 -0.235 0.254 -0.252
Cl -7.5476 4.6851 9.1077 0.037 -0.371 0.335
C -6.4600 3.3455 8.5694 0.931 2.427 0.123
C -6.9193 2.8332 7.2782 -0.926 -1.450 -0.609
Cl -8.1582 1.6558 7.7297 -0.905 -1.269 -0.304
H -6.3613 2.5787 9.3377 -0.037 0.258 -0.151
H -5.5268 3.8687 8.3610 0.267 -0.154 0.531
H -6.0974 2.3189 6.7803 -0.173 -0.042 -0.165
H -7.4916 3.4637 6.5977 0.813 0.591 0.239
```
Positions in Å, forces in eV/Å.

Results
Gap between HOMO and LUMO in eV: 7.45
Total energy in eV: -131407.4348
SMILES: O=C1C=C(O)C(=O)C=C1O.O=C1C=C(O)C(=O)C=C1O.O=C1C=C(O)C(=O)C=C1O.COCCOC.COCCOC.COCCOC.COCCOC.ClCCCl.ClCCCl
LUMO level in eV: -2.05
Spin multiplicity: 1
Largest force on an atom in hartree/bohr: 0.0768